Record 1
ORCA calculation (ωB97M-V/def2-TZVPD) on a molecular structure, C8H9Cl3IrN4O3S2Si.

As for the total energy: -90494.5114 eV. The largest force on an atom comes out at 0.34 eV/A. The calculation puts the gap between HOMO and LUMO (spin up / spin down) at 8.554 / 6.827 eV. For the highest occupied orbital energy (spin up / spin down), the calculation gives -11.61 / -12.73 eV. The multiplicity is 5. As for the charge: +1.

```
31
C8H9Cl3IrN4O3S2Si (ωB97M-V/def2-TZVPD)
Ir -1.08 1.22 1.16
Cl -0.67 4.31 2.85
Cl -3.88 3.64 2.30
Cl -2.17 1.83 4.50
S 1.16 1.82 -1.60
S 1.00 0.41 2.00
Si -2.06 2.85 2.69
O -1.55 -0.37 -0.44
O 0.96 3.02 -2.33
O 2.22 1.70 -0.64
N 1.41 -1.54 3.70
N -1.79 -0.69 2.35
N -0.28 1.39 -0.83
N -0.75 -1.38 3.00
C 1.10 0.41 -2.67
C 0.50 -0.90 2.97
C 0.64 -1.91 -4.06
C 1.70 -1.07 -4.41
C 1.95 0.11 -3.71
C 0.04 -0.42 -2.32
C -0.68 0.17 -1.18
C -0.20 -1.59 -3.01
H 1.19 -2.32 4.30
H 2.37 -1.23 3.67
H -2.43 -0.32 3.05
H -2.26 -1.30 1.69
H 0.48 -2.82 -4.62
H -1.04 -2.23 -2.74
H 2.34 -1.35 -5.23
H 2.77 0.76 -3.99
H -0.99 -2.18 3.56
```



Record 2
ORCA calculation (ωB97M-V/def2-TZVPD) on C2H2N2O in the gas phase.

As for the total energy: -7130.6051 eV. As for the energy relative to the best compared isomer or geometry (same formula, charge and spin): 3.239 eV. The largest force on an atom comes out at 0.62 eV/A. The calculation puts the gap between HOMO and LUMO at 9.778 eV. For the highest occupied orbital energy, the calculation gives -9.65 eV. The multiplicity is 1. As for the charge: 0.

```
7
C2H2N2O (ωB97M-V/def2-TZVPD)
O 0.81 -2.22 -0.65
N -1.36 1.20 1.13
N -0.40 0.53 0.73
C 0.78 -1.02 -0.69
C 0.55 -0.14 0.46
H -1.33 2.10 0.64
H 0.95 -0.44 -1.62
```



Record 3
ORCA calculation (ωB97M-V/def2-TZVPD) on 2 unconnected molecules or ions with the total composition C11H15N in a non-equilibrium geometry.

As for the total energy: -13138.8151 eV. As for the energy relative to the best compared isomer or geometry (same formula, charge and spin): 1.976 eV. The largest force on an atom comes out at 4.81 eV/A. The calculation puts the gap between HOMO and LUMO at 8.495 eV. Its SMILES is Cc1c[nH]c2ccccc12.CC. For the highest occupied orbital energy, the calculation gives -7.58 eV. The multiplicity is 1. As for the charge: 0.

```
27
C11H15N (ωB97M-V/def2-TZVPD)
N 0.19 3.25 -0.69
C 1.51 -0.42 0.61
C -1.52 -3.03 1.61
C 1.80 0.65 1.48
C 1.45 1.91 1.07
C 0.36 0.95 -0.95
C -0.49 1.44 -2.01
C -0.41 -2.73 2.51
C -0.38 2.88 -1.89
C -1.00 0.74 -3.20
C 0.70 2.00 -0.10
C 0.84 -0.36 -0.67
H 1.83 -1.47 0.88
H -2.46 -2.91 2.23
H -0.37 -3.60 3.19
H -1.85 0.14 -2.89
H -0.70 3.57 -2.58
H 1.66 2.69 1.70
H -0.23 0.17 -3.73
H 2.51 0.56 2.34
H -1.40 1.50 -4.05
H -1.34 -4.05 1.10
H 0.44 -1.24 -1.25
H 0.57 4.22 -0.37
H -1.74 -2.41 0.72
H -0.47 -1.74 3.01
H 0.49 -2.71 1.95
```



Record 4
ORCA calculation (ωB97M-V/def2-TZVPD) on 4 unconnected molecules or ions with the total composition Cl2N2O14 in a non-equilibrium geometry.

As for the total energy: -56657.2802 eV. As for the energy relative to the best compared isomer or geometry (same formula, charge and spin): 2.577 eV. The largest force on an atom comes out at 12.70 eV/A. The calculation puts the gap between HOMO and LUMO at 4.154 eV. For the highest occupied orbital energy, the calculation gives 5.12 eV. The multiplicity is 1. As for the charge: -4.

```
18
Cl2N2O14 (ωB97M-V/def2-TZVPD)
Cl 5.50 5.47 11.48
Cl 12.55 0.65 15.07
O 6.16 6.55 12.13
O 7.02 -0.16 12.48
O 4.33 5.29 12.15
O 6.26 4.18 11.20
O 7.62 -0.85 10.44
O 13.13 0.50 13.77
O 11.54 1.59 14.72
O 9.00 4.37 14.09
O 4.92 5.93 10.26
O 9.04 -0.12 11.67
O 7.42 3.27 13.76
O 12.19 -0.71 15.39
O 13.44 1.34 15.99
O 9.20 2.36 13.25
N 8.54 3.25 13.72
N 7.84 -0.42 11.59
```



Record 5
ORCA calculation (ωB97M-V/def2-TZVPD) on a molecular structure, C16H26ClNO2 in a non-equilibrium geometry.

As for the total energy: -35104.6685 eV. As for the energy relative to the best compared isomer or geometry (same formula, charge and spin): 16.297 eV. The largest force on an atom comes out at 19.40 eV/A. The calculation puts the gap between HOMO and LUMO at 8.135 eV. For the highest occupied orbital energy, the calculation gives -7.63 eV. The multiplicity is 1. As for the charge: 0.

```
46
C16H26ClNO2 (ωB97M-V/def2-TZVPD)
Cl 1.26 3.59 1.90
O 0.97 -2.08 1.70
O -1.82 -1.99 0.39
N -0.59 -0.15 -1.61
C -0.31 -0.15 2.11
C -1.00 -3.14 0.93
C 3.38 1.89 1.30
C 0.87 2.08 1.68
C 2.02 1.40 1.62
C 2.14 -0.12 1.58
C -1.41 2.22 2.32
C 0.63 -0.18 -1.70
C 1.34 -0.32 -3.19
C -1.15 0.91 -2.30
C 0.77 -0.79 1.94
C -0.82 2.20 -1.60
C -2.18 -1.87 -0.85
C -1.34 -1.32 -1.94
C -0.34 1.48 2.06
C -0.13 -2.89 2.15
H 1.27 0.75 -1.39
H -0.25 -3.19 -0.17
H -2.81 -2.94 -1.01
H -1.68 -4.04 0.82
H 2.82 -0.68 1.42
H 3.34 2.50 0.56
H 0.22 2.44 -2.13
H 0.99 0.63 -3.60
H -2.48 1.66 2.55
H -1.71 2.91 1.65
H 3.67 2.68 2.00
H -1.55 -1.55 -2.94
H 0.78 -1.04 -3.56
H 0.14 -3.94 2.48
H -1.49 2.89 -1.88
H -2.19 0.83 -1.69
H -1.55 2.83 3.38
H 2.25 -0.35 -3.33
H -0.59 1.98 -0.52
H -0.34 -2.33 -1.94
H -1.33 0.79 -3.33
H -0.82 -2.48 2.75
H -3.04 -1.03 -0.87
H 4.12 1.37 1.17
H -1.38 -0.43 2.31
H 1.29 -1.01 -1.22
```



Record 6
ORCA calculation (ωB97M-V/def2-TZVPD) on 8 unconnected molecules or ions with the total composition C18H34Cl14O3 in a non-equilibrium geometry.

As for the total energy: -200675.5661 eV. As for the energy relative to the best compared isomer or geometry (same formula, charge and spin): 0.378 eV. The largest force on an atom comes out at 1.65 eV/A. The calculation puts the gap between HOMO and LUMO at 10.628 eV. Its SMILES is C[C@H]1COC(=O)O1.ClCCCl.ClCCCl.ClCCCl.ClCCCl.ClCCCl.ClCCCl.ClCCCl. For the highest occupied orbital energy, the calculation gives -10.51 eV. The multiplicity is 1. As for the charge: 0.

```
69
C18H34Cl14O3 (ωB97M-V/def2-TZVPD)
Cl 1.56 -4.46 0.82
Cl -0.75 3.90 0.56
Cl -0.39 0.16 -1.45
Cl 2.66 0.62 -0.21
Cl -4.57 -1.98 -1.82
Cl -1.18 -1.39 4.01
Cl 5.31 -2.33 0.88
Cl -6.21 3.18 1.15
Cl -2.63 0.83 0.75
Cl 3.73 0.02 8.35
Cl -4.78 -2.26 -5.13
Cl 0.71 6.34 -1.07
Cl 2.40 -0.39 4.29
Cl -2.84 -4.16 4.91
O 3.38 3.50 -3.17
O 3.97 1.48 -3.94
O 1.81 1.98 -3.80
C -3.76 -0.92 -2.99
C 3.35 -0.63 5.74
C 0.86 0.10 -5.00
C -5.07 1.82 1.31
C 1.87 0.58 -4.00
C 2.91 0.38 6.79
C 3.26 -4.11 1.02
C 3.09 2.43 -3.57
C 3.32 0.30 -4.33
C 3.55 -2.66 0.67
C -3.36 -1.61 -4.27
C -3.76 2.22 0.65
C 0.67 4.66 -1.65
C -3.51 -2.82 3.96
C 0.30 -0.74 -0.08
C 1.27 0.09 0.72
C -0.61 3.99 -1.20
C -2.50 -2.17 3.05
H 0.63 -1.75 -0.32
H 1.50 -0.48 1.63
H -0.16 0.40 -4.74
H 3.92 -4.77 0.45
H 0.77 4.66 -2.73
H -3.96 -2.13 4.66
H 4.40 -0.64 5.43
H -2.88 -0.50 -2.51
H -2.67 -2.42 -4.04
H -3.27 2.99 1.23
H 3.67 -0.58 -3.79
H 3.54 0.08 -5.38
H -0.54 -0.97 0.59
H 1.70 0.02 -3.08
H 1.00 0.54 -6.00
H -3.93 2.56 -0.37
H 3.57 -4.29 2.05
H 0.79 1.00 1.09
H 3.31 -2.46 -0.37
H 3.09 1.37 6.38
H 0.98 -0.96 -5.23
H -2.99 -1.40 2.46
H -5.52 0.95 0.85
H -2.02 -2.83 2.33
H 1.85 0.30 7.00
H -0.77 2.99 -1.60
H 1.57 4.10 -1.38
H -4.45 -0.11 -3.22
H -4.89 1.61 2.37
H -4.33 -3.16 3.32
H -2.80 -0.92 -4.90
H 3.23 -1.65 6.12
H -1.43 4.57 -1.64
H 3.03 -2.02 1.38
```



Record 7
ORCA calculation (ωB97M-V/def2-TZVPD) on a molecular structure, C44H36N4P3RhSe2.

As for the total energy: -213726.6728 eV. The largest force on an atom comes out at 0.57 eV/A. The calculation puts the gap between HOMO and LUMO (spin up / spin down) at 7.673 / 6.791 eV. For the highest occupied orbital energy (spin up / spin down), the calculation gives -12.42 / -13.61 eV. The multiplicity is 5. As for the charge: +2.

```
90
C44H36N4P3RhSe2 (ωB97M-V/def2-TZVPD)
Rh -2.49 -0.69 -0.45
Se -0.66 -2.32 -1.15
Se 1.19 5.02 -2.05
P -3.03 -1.16 1.81
P 2.05 3.00 -2.08
P 0.93 -0.84 -1.04
N -0.45 2.88 -1.47
N -1.49 2.17 -1.18
N -1.13 0.90 -1.05
N -4.19 -2.20 -0.69
C -4.03 0.31 1.45
C -5.75 -4.82 1.46
C 2.45 2.48 -3.75
C -0.87 -1.92 5.13
C 0.64 2.08 -1.50
C 1.66 2.22 -6.00
C 3.45 2.90 -0.98
C 1.62 -0.86 0.61
C 1.43 2.60 -4.69
C 4.36 2.33 1.17
C 4.23 -1.70 -4.07
C -2.84 -0.09 4.39
C 2.21 -1.15 -2.25
C 3.18 -1.69 2.23
C 2.53 -0.98 3.23
C -5.41 0.24 1.20
C -4.13 -2.58 1.74
C 2.90 1.73 -6.37
C -5.32 -4.43 2.72
C 1.95 -1.94 -3.37
C -4.13 2.71 1.15
C -1.38 -1.94 3.84
C 3.69 1.99 -4.12
C 1.41 -0.21 2.92
C 3.92 1.61 -5.44
C 3.49 -0.63 -2.05
C 4.66 3.48 -1.35
C 4.50 -0.92 -2.95
C -4.52 -3.31 2.86
C -2.37 -1.03 3.47
C -5.48 2.62 0.89
C -4.58 -2.99 0.48
C -5.39 -4.10 0.34
C -2.32 -0.07 5.67
C 3.29 2.35 0.29
C 5.57 2.88 0.79
C 5.73 3.47 -0.46
C 2.96 -2.21 -4.27
C 0.95 -0.16 1.61
C -1.34 -0.99 6.04
C -6.13 1.38 0.91
C -3.40 1.57 1.44
C 2.73 -1.64 0.92
C 0.20 0.79 -1.24
H 3.24 -2.21 0.16
H 0.89 0.33 3.69
H -3.63 3.67 1.12
H 5.50 -0.54 -2.78
H -6.38 -5.70 1.36
H -4.18 -3.00 3.84
H -7.19 1.32 0.73
H -0.12 -2.64 5.42
H -5.61 -4.99 3.60
H -0.94 -0.97 7.05
H -5.73 -4.40 -0.64
H 0.08 0.44 1.37
H 4.48 1.87 -3.39
H 3.72 -0.04 -1.17
H 4.04 -2.30 2.48
H 2.34 1.95 0.60
H -2.34 1.64 1.65
H -5.01 -1.66 -1.01
H 0.87 2.31 -6.73
H -1.01 -2.67 3.13
H 2.88 -1.02 4.24
H 0.96 -2.35 -3.52
H -3.61 0.61 4.11
H -6.05 3.51 0.67
H 3.09 1.45 -7.40
H -2.68 0.65 6.39
H 4.89 1.24 -5.73
H -5.92 -0.72 1.25
H 6.67 3.92 -0.74
H 2.76 -2.82 -5.14
H 4.78 3.96 -2.32
H 6.41 2.88 1.48
H -3.96 -2.83 -1.46
H 0.46 3.00 -4.41
H 5.03 -1.93 -4.76
H 4.24 1.90 2.15
```



Record 8
ORCA calculation (ωB97M-V/def2-TZVPD) on C4H4ClNOS in the gas phase in a non-equilibrium geometry.

As for the total energy: -31101.1893 eV. As for the energy relative to the best compared isomer or geometry (same formula, charge and spin): 1.867 eV. The largest force on an atom comes out at 4.61 eV/A. The calculation puts the gap between HOMO and LUMO (spin up / spin down) at 8.021 / 6.848 eV. For the highest occupied orbital energy (spin up / spin down), the calculation gives -8.02 / -9.55 eV. The multiplicity is 3. As for the charge: 0.

```
12
C4H4ClNOS (ωB97M-V/def2-TZVPD)
Cl 3.08 0.08 -0.60
S 0.22 -1.57 -0.22
O 0.45 -2.86 0.40
N -0.63 1.00 -0.41
C -1.37 -1.22 -0.70
C 1.96 0.45 0.78
C 0.65 -0.16 0.60
C -1.49 0.17 -0.85
H -2.00 -1.97 -1.14
H 2.45 0.06 1.67
H 1.87 1.53 0.83
H -2.37 0.59 -1.32
```



Record 9
ORCA calculation (ωB97M-V/def2-TZVPD) on a molecular structure, C14H10F5MgNO in a non-equilibrium geometry.

As for the total energy: -37246.3043 eV. As for the energy relative to the best compared isomer or geometry (same formula, charge and spin): 2.149 eV. The largest force on an atom comes out at 3.36 eV/A. The calculation puts the gap between HOMO and LUMO at 4.107 eV. For the highest occupied orbital energy, the calculation gives 0.97 eV. The multiplicity is 1. As for the charge: -2.

```
32
C14H10F5MgNO (ωB97M-V/def2-TZVPD)
Mg 0.13 0.04 -0.32
F 5.73 -0.43 1.27
F 3.09 -0.82 1.21
F 2.64 2.28 -2.46
F 6.93 1.34 -0.50
F 5.38 2.87 -2.25
O 1.70 0.23 -1.22
N 0.24 0.21 1.63
C 0.22 -2.02 0.48
C -1.00 1.23 -1.91
C -1.39 -0.12 -1.86
C 5.60 1.04 -0.59
C 4.86 1.82 -1.54
C -2.08 -0.34 -0.62
C -1.20 -1.57 2.50
C 2.88 0.58 -0.88
C 4.97 0.12 0.28
C 3.58 -0.06 0.19
C 3.49 1.59 -1.66
C -1.45 1.89 -0.71
C -0.17 -1.15 1.63
C -2.12 0.91 0.07
H -0.53 -2.51 -0.13
H -2.60 1.05 1.03
H 0.28 1.02 2.30
H -1.30 -0.87 -2.64
H -1.61 -2.54 2.50
H 1.20 -2.49 0.43
H -0.49 1.70 -2.74
H -1.48 2.95 -0.56
H -1.53 -0.76 3.17
H -2.60 -1.24 -0.32
```



Record 10
ORCA calculation (ωB97M-V/def2-TZVPD) on 2 unconnected molecules or ions with the total composition C3H6N6S in a non-equilibrium geometry.

As for the total energy: -22982.6846 eV. As for the energy relative to the best compared isomer or geometry (same formula, charge and spin): 0.000 eV. The largest force on an atom comes out at 2.11 eV/A. The calculation puts the gap between HOMO and LUMO at 9.590 eV. Its SMILES is Nc1nnn[nH]1.CN=C=S. For the highest occupied orbital energy, the calculation gives -9.13 eV. The multiplicity is 1. As for the charge: 0.

```
16
C3H6N6S (ωB97M-V/def2-TZVPD)
S 2.77 1.64 0.35
N -2.52 1.52 1.14
N -0.76 1.41 -0.51
N 2.56 -1.06 -0.06
N -2.12 -0.26 -0.40
N -1.18 -0.48 -1.32
N -0.38 0.48 -1.40
C 1.89 -2.30 -0.06
C -1.86 0.92 0.12
C 2.55 0.10 0.15
H 2.63 -3.09 -0.18
H -0.23 2.26 -0.37
H 1.17 -2.33 -0.88
H 1.36 -2.45 0.88
H -3.42 1.12 1.34
H -2.47 2.52 1.20
```



Record 11
ORCA calculation (ωB97M-V/def2-TZVPD) on a gas-phase ion, ClHNO2S (charge -1) in a non-equilibrium geometry.

As for the total energy: -28958.1963 eV. As for the energy relative to the best compared isomer or geometry (same formula, charge and spin): 2.234 eV. The largest force on an atom comes out at 6.46 eV/A. The calculation puts the gap between HOMO and LUMO at 8.754 eV. Its SMILES is N=[S@](=O)([O-])Cl. For the highest occupied orbital energy, the calculation gives -4.94 eV. The multiplicity is 1. As for the charge: -1.

```
6
ClHNO2S (ωB97M-V/def2-TZVPD)
Cl 1.20 1.63 0.06
S 0.23 -0.27 -0.09
O 1.13 -1.03 -0.91
O 0.28 -0.72 1.74
N -1.13 -0.03 -0.74
H -1.72 0.41 -0.05
```



Record 12
ORCA calculation (ωB97M-V/def2-TZVPD) on C8H16ClO3PS in the gas phase in a non-equilibrium geometry.

As for the total energy: -47344.0111 eV. As for the energy relative to the best compared isomer or geometry (same formula, charge and spin): 1.331 eV. The largest force on an atom comes out at 5.24 eV/A. The calculation puts the gap between HOMO and LUMO at 9.374 eV. Its SMILES is CCOP(=S)(OCC)OC/C=C(\C)Cl. For the highest occupied orbital energy, the calculation gives -8.65 eV. The multiplicity is 1. As for the charge: 0.

```
30
C8H16ClO3PS (ωB97M-V/def2-TZVPD)
Cl 3.80 -0.89 2.71
S -1.99 -1.59 0.41
P -0.87 -0.25 -0.47
O -0.57 0.99 0.56
O 0.45 -0.93 -0.89
O -1.71 0.51 -1.72
C 2.15 -1.61 -2.14
C 1.47 0.29 1.84
C -3.43 1.96 -2.37
C -2.45 1.59 -1.31
C 1.40 -1.28 3.91
C 0.01 0.61 1.87
C 2.07 -0.61 2.77
C 1.02 -0.64 -2.14
H 2.12 -1.20 4.76
H -1.79 2.41 -1.15
H 1.25 -2.33 3.70
H -2.99 1.26 -0.45
H -4.37 1.30 -2.49
H -2.77 1.96 -3.26
H 2.07 0.73 0.96
H 2.88 -0.90 -1.75
H 1.31 0.41 -2.39
H -0.35 1.42 2.54
H 0.50 -0.73 4.12
H -0.41 -0.25 2.30
H 2.02 -2.54 -1.48
H -3.71 3.03 -2.28
H 0.42 -0.89 -3.06
H 2.49 -1.81 -3.10
```